# 1
{
  "formula": "C4H11N2",
  "method": "ωB97M-V/def2-TZVPD",
  "charge": 1,
  "relative_energy_kcal_mol": 62.20,
  "smiles": "C=[NH+]CCCN",
  "fmax_ev_per_a": 3.10,
  "species": ["C", "C", "C", "C", "N", "N", "H", "H", "H", "H", "H", "H", "H", "H", "H", "H", "H"],
  "xyz": [[1.734, 0.605, 0.397], [1.078, -0.833, 0.593], [-0.503, -0.691, 0.936], [-2.327, -0.377, -0.627], [-1.130, -0.167, -0.278], [0.941, 1.275, -0.843], [1.639, 1.112, 1.382], [2.640, 0.536, -0.204], [1.512, -1.656, 1.155], [1.146, -1.185, -0.453], [-0.474, 0.067, 1.721], [-0.939, -1.648, 1.162], [-3.047, -0.706, 0.126], [-2.640, -0.335, -1.684], [0.688, 2.230, -0.629], [-0.386, 0.308, -0.933], [1.687, 1.199, -1.535]],
  "lowdin_charge": [-0.127, -0.135, -0.107, 0.151, -0.011, -0.013, 0.121, 0.104, 0.113, 0.103, 0.128, 0.123, 0.123, 0.131, 0.088, 0.120, 0.089]
}

# 2
{
  "formula": "C4H11N2",
  "method": "ωB97M-V/def2-TZVPD",
  "charge": 1,
  "relative_energy_kcal_mol": 96.02,
  "fmax_ev_per_a": 5.15,
  "species": ["C", "C", "C", "C", "N", "N", "H", "H", "H", "H", "H", "H", "H", "H", "H", "H", "H"],
  "xyz": [[1.672, 0.408, -0.490], [-0.018, -1.863, -0.164], [-2.174, 1.318, 0.143], [-0.358, -0.525, 0.463], [2.671, 0.606, 0.321], [-1.295, 0.133, -0.156], [1.649, 0.908, -1.373], [0.165, -1.850, -1.174], [0.857, -2.312, 0.140], [-0.715, -2.541, 0.157], [-2.685, 1.217, 1.007], [-1.501, 2.203, 0.244], [-2.868, 1.366, -0.770], [-0.246, -0.179, 1.443], [3.473, 1.243, 0.104], [-1.431, -0.236, -1.101], [2.805, 0.106, 1.206]],
  "lowdin_charge": [0.045, -0.040, 0.015, -0.113, 0.068, -0.028, 0.026, 0.069, 0.064, 0.071, 0.043, 0.107, 0.132, 0.126, 0.141, 0.154, 0.122]
}

# 3
{
  "formula": "C4H11N2",
  "method": "ωB97M-V/def2-TZVPD",
  "charge": 1,
  "relative_energy_kcal_mol": 97.73,
  "smiles": "C=[N+](C)N(C)C",
  "fmax_ev_per_a": 6.93,
  "species": ["C", "C", "C", "C", "N", "N", "H", "H", "H", "H", "H", "H", "H", "H", "H", "H", "H"],
  "xyz": [[0.958, -1.411, 0.021], [1.526, 0.399, 1.112], [-0.954, 1.458, -0.103], [-1.308, -0.722, -1.047], [0.619, -0.239, 0.200], [-0.429, 0.199, -0.409], [0.494, -2.215, -0.613], [1.831, -1.796, 0.453], [2.521, -0.028, 1.105], [1.523, 1.474, 0.940], [1.210, 0.125, 2.162], [-1.868, 1.737, -0.672], [-1.180, 1.474, 0.912], [-0.231, 2.358, -0.221], [-1.438, -1.602, -0.511], [-2.273, -0.331, -1.272], [-1.002, -0.882, -2.055]],
  "lowdin_charge": [0.092, 0.043, -0.034, -0.012, -0.148, -0.182, 0.141, 0.101, 0.111, 0.107, 0.148, 0.123, 0.076, 0.133, 0.083, 0.103, 0.113]
}

# 4
{
  "formula": "C4H11N2",
  "method": "ωB97M-V/def2-TZVPD",
  "charge": 1,
  "relative_energy_kcal_mol": 129.15,
  "fmax_ev_per_a": 3.16,
  "species": ["C", "C", "C", "C", "N", "N", "H", "H", "H", "H", "H", "H", "H", "H", "H", "H", "H"],
  "xyz": [[1.047, -1.015, 1.078], [-2.329, -0.322, -0.334], [1.896, 1.019, -0.458], [-1.870, 0.863, 0.132], [0.360, -0.942, -0.202], [0.877, 0.235, 0.321], [0.425, -1.052, 1.922], [2.052, -1.460, 1.130], [-0.896, -0.615, -0.247], [-2.692, -1.067, 0.339], [-2.358, -0.391, -1.371], [1.417, 1.990, -0.588], [2.843, 1.102, 0.073], [1.940, 0.513, -1.365], [-1.858, 1.223, 1.147], [-1.715, 1.536, -0.691], [0.860, -1.617, -0.887]],
  "lowdin_charge": [-0.025, -0.054, 0.013, 0.027, -0.028, -0.138, 0.106, 0.144, 0.136, 0.096, 0.077, 0.091, 0.099, 0.060, 0.094, 0.088, 0.213]
}

# 5
{
  "formula": "C4H11N2O",
  "method": "ωB97M-V/def2-TZVPD",
  "charge": -1,
  "relative_energy_kcal_mol": 94.57,
  "fmax_ev_per_a": 4.32,
  "species": ["C", "N", "C", "O", "C", "N", "C", "H", "H", "H", "H", "H", "H", "H", "H", "H", "H", "H"],
  "xyz": [[0.306, -0.047, 0.878], [1.628, -0.611, 0.673], [2.635, 0.329, 0.053], [2.463, 0.581, -1.233], [-0.335, 0.630, -0.358], [-1.764, 0.934, -0.124], [-2.470, -0.625, -0.332], [-0.367, -0.835, 1.242], [0.391, 0.695, 1.665], [1.507, -1.364, -0.010], [2.579, 1.214, 0.741], [3.609, -0.152, 0.332], [0.171, 1.598, -0.431], [-0.106, 0.105, -1.282], [-2.362, 0.578, -0.899], [-3.537, -0.561, -0.123], [-2.311, -1.222, -1.249], [-2.036, -1.248, 0.456]],
  "lowdin_charge": [-0.281, -0.099, -0.594, -0.331, -0.291, -0.041, -0.117, 0.076, 0.094, 0.079, 0.075, 0.063, 0.100, 0.098, -0.016, 0.061, 0.081, 0.045]
}

# 6
{
  "formula": "C4H11N2O",
  "method": "ωB97M-V/def2-TZVPD",
  "charge": -1,
  "relative_energy_kcal_mol": 107.84,
  "fmax_ev_per_a": 4.50,
  "species": ["N", "C", "C", "N", "C", "C", "O", "H", "H", "H", "H", "H", "H", "H", "H", "H", "H", "H"],
  "xyz": [[-0.420, -1.660, 1.160], [-1.321, -1.438, -0.018], [-1.058, -0.167, -0.812], [-1.154, 1.056, -0.053], [0.458, 1.417, 0.442], [1.717, 0.715, -0.164], [2.060, -0.608, 0.149], [0.485, -1.845, 0.731], [-0.410, -0.719, 1.541], [-1.096, -2.271, -0.696], [-2.338, -1.418, 0.371], [-1.798, -0.175, -1.714], [-0.069, -0.303, -1.284], [-0.269, 1.719, -0.514], [0.366, 1.106, 1.499], [0.629, 2.506, 0.523], [1.647, 0.769, -1.304], [2.572, 1.316, 0.143]],
  "lowdin_charge": [-0.013, -0.297, -0.368, -0.052, -0.218, -0.480, -0.393, 0.020, 0.018, 0.095, 0.080, 0.111, 0.080, 0.063, 0.094, 0.100, 0.088, 0.071]
}